Molecular formula: C48H96O12
Method: DFT, ωB97M-V/def2-TZVPD

The geometry in XYZ format:
```
156
Properties=species:S:1:pos:R:3:forces:R:3:mulliken_charge:R:1
C -0.2443 4.3416 -3.0000 -0.28 -0.64 -0.23 1.9415
C 0.3624 5.6372 -3.5198 0.00 0.62 0.07 -0.2980
C -0.7934 6.6589 -3.4041 0.14 -0.57 -1.28 -0.5703
O -1.6633 6.0940 -2.4676 -1.05 -0.19 0.79 -0.4779
C -1.7161 4.6759 -2.6964 0.98 0.73 0.41 -0.4125
H 0.3131 4.0420 -2.1119 -0.31 -0.22 0.13 -1.0302
H -0.1496 3.5455 -3.7405 0.01 -0.08 0.09 -0.6596
H 0.7180 5.4902 -4.5375 0.18 0.34 0.07 0.3220
H 1.1816 5.9033 -2.8533 0.14 0.23 -0.29 0.0660
H -1.2940 6.7321 -4.3807 -0.11 -0.17 -0.09 0.2963
H -0.5717 7.6991 -3.1687 0.32 -0.23 0.57 0.3758
H -2.4039 4.4309 -3.5085 0.06 0.06 -0.19 0.2452
H -2.0697 4.2016 -1.7818 -0.12 0.07 0.02 0.2081
C 3.7528 -1.4911 1.0393 -0.69 -0.61 0.64 0.6197
C 3.3715 -2.8933 0.5533 0.54 -0.29 0.20 0.5435
C 4.2537 -3.0483 -0.6766 0.14 0.00 0.04 -0.8233
O 4.2537 -1.7516 -1.2635 -0.60 0.15 -0.48 -0.4210
C 4.3449 -0.8137 -0.1979 0.07 0.32 0.63 0.0592
H 4.4007 -1.6374 1.9050 0.45 0.44 -0.25 0.7407
H 2.8638 -0.9943 1.4343 0.06 0.27 -0.16 -0.9595
H 2.3236 -2.9943 0.2665 -0.02 0.15 -0.05 -0.7722
H 3.5825 -3.6256 1.3340 -0.08 -0.17 -0.13 0.6209
H 3.8565 -3.8270 -1.3276 0.01 0.41 -0.47 0.2864
H 5.3094 -3.2839 -0.5042 -0.08 -0.32 0.59 0.3153
H 3.7711 0.0960 -0.3828 0.00 -0.11 -0.62 -0.4730
H 5.3782 -0.4921 -0.0498 0.08 -0.14 0.03 0.3866
C -3.8915 -2.7900 6.1019 -0.74 -1.05 -0.68 -0.6201
C -2.5329 -2.1870 5.8202 0.38 0.32 -0.17 0.3470
C -2.8514 -0.9268 4.9931 0.17 -0.88 -0.22 0.1685
O -4.2573 -0.7974 5.0814 -0.37 0.99 -0.65 -0.5160
C -4.8113 -2.1019 5.0973 -0.36 0.34 0.82 -0.2042
H -4.2595 -2.5756 7.1029 0.12 -0.15 0.04 0.2656
H -3.8983 -3.8619 5.8904 0.03 -0.08 0.51 0.3473
H -1.9324 -2.8750 5.2244 0.22 0.01 0.28 -0.5233
H -2.0233 -1.8886 6.7355 0.19 -0.33 -0.02 0.3826
H -2.5584 -1.0723 3.9473 -0.02 -0.04 -0.12 -0.4292
H -2.2830 -0.0745 5.3623 -0.63 0.37 0.10 0.4511
H -4.9393 -2.5893 4.1249 0.87 0.16 -0.28 -0.0519
H -5.8505 -2.0453 5.4282 0.12 0.33 0.37 0.4155
C -1.4429 1.1023 -5.5810 -0.82 0.38 0.62 -0.6957
C -0.9428 0.0958 -6.5694 0.13 -0.89 -0.33 -0.9465
C 0.3016 -0.4944 -5.8739 -0.54 0.70 -1.27 -0.1957
O 0.1450 -0.2507 -4.4968 -0.49 -0.05 0.64 -0.2346
C -1.0961 0.4595 -4.2461 0.97 -0.07 -0.39 1.2933
H -2.5260 1.1770 -5.6901 0.03 0.46 0.11 0.4841
H -0.9845 2.0902 -5.6437 0.04 -0.03 -0.23 0.0985
H -0.7463 0.4813 -7.5695 0.18 0.13 0.10 0.4309
H -1.7168 -0.6653 -6.6967 0.09 -0.14 0.07 0.3289
H 1.1378 0.0945 -6.2631 0.43 -0.36 0.24 0.2888
H 0.4053 -1.5538 -6.1078 0.17 0.02 0.25 0.0694
H -0.8490 1.1835 -3.4692 -0.31 0.03 0.11 -0.9542
H -1.8829 -0.2194 -3.9095 0.07 -0.13 0.10 0.0713
C 3.7163 1.4448 3.5109 -0.04 -0.41 -0.28 -0.0315
C 2.7667 2.1998 2.5827 -0.02 0.52 -0.45 0.6077
C 3.6643 2.6180 1.3825 -0.54 -0.27 0.62 0.2176
O 4.8510 1.8463 1.5171 0.06 0.32 0.30 -0.4459
C 5.0680 1.7607 2.9331 1.27 0.22 -0.43 -0.7793
H 3.5790 0.3736 3.3548 -0.17 -0.05 0.45 -0.2800
H 3.6130 1.7267 4.5567 -0.02 -0.18 0.02 0.4823
H 2.3701 3.0943 3.0596 -0.23 -0.12 -0.04 0.4322
H 1.9403 1.5837 2.2273 -0.07 -0.02 0.20 -0.7514
H 3.8387 3.6957 1.4564 0.42 0.03 -0.11 0.3726
H 3.2019 2.4198 0.4177 0.17 -0.14 -0.03 -0.6826
H 5.5312 2.6808 3.3094 -0.48 0.40 -0.05 0.2757
H 5.8652 1.0371 3.1135 -0.34 -0.43 -0.15 0.4063
C 0.2183 1.0985 -0.5161 1.27 -1.12 -0.67 2.5331
C -0.5956 1.0246 0.7542 -0.94 0.78 0.35 -0.0293
C -0.4146 -0.4056 1.2404 1.02 1.19 0.25 0.4591
O -0.3309 -1.1328 0.0582 -0.45 -1.46 -0.73 0.0481
C 0.4353 -0.4030 -0.9009 -0.33 0.56 0.69 1.4317
H 1.2134 1.5064 -0.3267 -0.12 0.35 -0.04 -1.6225
H -0.1990 1.5705 -1.4041 -0.29 0.51 0.43 -0.5437
H -1.6528 1.2133 0.5473 -0.06 -0.10 -0.02 -0.0680
H -0.2974 1.7688 1.4953 0.07 -0.06 0.03 0.2285
H -1.1806 -0.7311 1.9431 -0.21 -0.40 -0.46 0.0611
H 0.5523 -0.4598 1.7649 0.05 -0.10 0.18 -0.8688
H 0.0676 -0.6077 -1.9052 -0.02 -0.28 0.08 -0.6943
H 1.4853 -0.6994 -0.8332 0.08 0.01 -0.05 -1.0617
C 2.5762 1.6392 -3.2936 -0.09 0.95 -0.15 1.3072
C 3.1759 2.7183 -2.3766 0.71 0.42 0.50 0.7215
C 3.4454 3.9284 -3.2891 0.63 -0.08 -0.04 -0.6693
O 2.7530 3.6898 -4.4945 -0.28 -0.16 0.04 -0.4001
C 2.8038 2.2873 -4.6596 -0.53 -0.59 -0.70 -0.6946
H 1.5041 1.5373 -3.1327 0.05 -0.21 0.08 -1.2647
H 3.0640 0.6665 -3.2778 -0.08 -0.02 0.40 0.4637
H 4.1299 2.4064 -1.9473 -0.06 -0.15 0.06 0.3279
H 2.5849 3.0933 -1.5400 -0.45 -0.58 -0.06 -0.7601
H 4.5183 3.9881 -3.5063 0.06 0.09 -0.01 0.2680
H 3.1429 4.8837 -2.8621 -0.14 -0.04 -0.09 0.2890
H 3.7588 1.9637 -5.0879 0.20 0.17 0.07 0.3427
H 2.0254 1.9916 -5.3648 0.01 0.16 -0.08 0.1525
C -1.6511 5.3056 2.1003 -0.81 1.12 0.27 -0.3655
C -0.6967 5.8409 1.0520 0.26 -0.85 -0.40 -0.3787
C 0.3961 4.7819 1.2345 -0.53 0.58 -0.03 0.3254
O 0.4841 4.6217 2.6526 1.00 -0.14 0.08 -0.4395
C -0.7555 4.9798 3.2735 0.08 -0.71 -0.73 -0.6121
H -2.1190 4.3960 1.7228 -0.19 0.06 0.06 -0.0139
H -2.4001 6.0381 2.4095 -0.24 -0.21 -0.22 0.4547
H -0.3458 6.8496 1.2689 0.10 -0.04 0.11 0.3159
H -1.0885 5.8137 0.0345 -0.14 0.14 0.04 0.0558
H 1.3364 5.0581 0.7556 0.29 0.00 0.54 0.3649
H 0.0661 3.8399 0.7850 -0.02 -0.06 -0.12 -0.4074
H -0.6010 5.8045 3.9703 0.02 0.03 -0.04 0.3464
H -1.1585 4.1059 3.7900 0.19 0.09 0.33 0.2838
C -3.9862 0.2066 -1.4857 -0.95 0.62 0.67 -0.0304
C -3.7065 -1.1271 -0.8322 0.92 -1.29 -0.34 0.9284
C -4.4024 -1.1206 0.5209 -0.85 0.33 -0.60 -0.1634
O -5.4432 -0.1463 0.3674 0.06 0.61 -0.22 -0.5472
C -4.8992 0.8900 -0.4383 0.54 0.80 -0.14 -0.5062
H -4.6314 0.0891 -2.3553 0.63 -0.05 -0.44 0.5271
H -3.0773 0.7804 -1.6597 -0.15 0.12 -0.34 -0.4232
H -2.6590 -1.4099 -0.7066 0.14 0.55 -0.03 -0.8694
H -4.0766 -1.9000 -1.5106 -0.37 -0.21 0.39 0.3877
H -3.7780 -0.8035 1.3580 0.28 -0.29 -0.04 0.1221
H -4.8743 -2.0862 0.6922 0.05 0.10 0.46 0.1035
H -4.3071 1.6590 0.0792 0.24 -0.52 0.87 0.0941
H -5.6681 1.5440 -0.8537 -0.50 -0.69 -0.21 0.3946
C 0.3184 -3.9378 -2.4629 -1.04 -0.01 0.33 0.3420
C 1.5540 -3.7556 -3.2891 0.25 0.35 0.45 -0.1560
C 1.0249 -3.9882 -4.7187 0.55 0.71 1.55 -0.6530
O -0.3614 -3.6314 -4.6638 -0.23 -0.22 -0.54 -0.5468
C -0.7544 -3.2971 -3.3387 0.38 -0.14 0.66 0.5944
H 0.3548 -3.4649 -1.4803 0.11 -0.12 0.04 -0.6324
H 0.0895 -5.0025 -2.3664 -0.03 -0.01 0.22 0.3843
H 2.3234 -4.4388 -2.9288 0.17 -0.05 -0.50 0.3189
H 1.9053 -2.7368 -3.1067 0.18 0.04 -0.39 -0.0627
H 1.2050 -5.0421 -4.9320 -0.43 0.02 -0.62 0.3943
H 1.5474 -3.3017 -5.3831 -0.06 -0.36 -0.44 0.3197
H -1.7491 -3.6703 -3.0869 -0.06 -0.23 -0.45 0.3671
H -0.7880 -2.2147 -3.1799 0.19 0.06 -0.26 -0.7067
C 1.5814 -2.5072 5.6591 0.99 1.14 0.38 -0.6872
C 1.7732 -2.1767 4.1882 -0.84 -0.49 -1.06 0.7425
C 0.7512 -3.1635 3.5943 -0.18 -0.42 -0.13 0.7229
O 0.9264 -4.3691 4.3561 0.27 0.39 0.04 -0.5347
C 1.1146 -3.9387 5.7092 -0.44 -0.57 0.11 -0.5509
H 0.8563 -1.7898 6.0462 -0.12 -0.23 0.20 0.1977
H 2.4959 -2.3884 6.2426 -0.02 0.14 -0.01 0.4057
H 2.7335 -2.3979 3.7201 0.22 -0.18 0.50 0.0466
H 1.5520 -1.1408 3.9280 -0.13 0.03 0.17 -0.2714
H 0.8756 -3.3969 2.5365 0.23 -0.05 0.04 -0.1901
H -0.2967 -2.8665 3.7135 0.05 0.49 0.05 -0.4802
H 1.8365 -4.5803 6.2151 0.06 -0.16 -0.30 0.3506
H 0.1808 -4.0268 6.2729 -0.13 -0.02 -0.10 0.2439
C -3.4277 -5.5351 1.4075 1.32 -0.49 -0.40 -0.6401
C -2.4570 -5.3572 0.1906 -0.60 0.05 0.57 -0.7293
C -1.8051 -3.9822 0.4152 -0.60 -0.32 -0.52 1.1284
O -2.5366 -3.3927 1.4880 0.26 1.06 -0.49 0.1889
C -3.0539 -4.3916 2.3244 -0.07 -0.18 0.74 0.1749
H -3.1299 -6.5177 1.7719 -0.85 0.00 0.60 0.2873
H -4.4681 -5.4618 1.1013 0.01 -0.27 0.05 0.2829
H -3.1074 -5.3839 -0.6828 0.51 0.11 -0.37 0.2679
H -1.7471 -6.1810 0.1537 0.04 0.08 -0.14 0.4898
H -1.9401 -3.4290 -0.5144 -0.07 0.57 0.34 -0.8582
H -0.7328 -3.9486 0.6143 0.04 -0.44 0.25 -0.3998
H -3.9002 -3.9909 2.8859 -0.14 0.16 -0.34 -0.2431
H -2.3357 -4.6431 3.1162 0.30 -0.35 -0.25 0.1619
```
Forces are in eV/Å.

Summary:
LUMO = 0.022 Ha
SMILES string = C1CCOC1.C1CCOC1.C1CCOC1.C1CCOC1.C1CCOC1.C1CCOC1.C1CCOC1.C1CCOC1.C1CCOC1.C1CCOC1.C1CCOC1.C1CCOC1
E_tot = -2789.16085 hartree
M = 865.28 g mol⁻¹